<one>
Below is a molecular structure, C20H20NO12P2Zr, with properties calculated with ωB97M-V with the def2-TZVPD basis set.

Computed properties:
Kohn-Sham gap = 0.3060 hartree
M = 619.55 Da

```
! RIJCOSX wB97M-V def2-TZVPD def2/J DEFGRID3
* xyz -1 1
Zr 0.5672 0.0398 -0.0028
O 4.1022 -1.8945 1.2385
C 3.0710 -1.2726 1.3580
O 2.4380 -0.6763 0.3835
C 2.4051 -1.1121 2.7346
C 1.8887 0.3156 2.9683
C 1.5864 0.5628 4.4402
C 0.3068 -0.2827 4.6519
C 0.0782 -0.8440 3.2512
O 0.5321 0.2397 2.3992
C 1.0952 -1.9490 2.9244
C 0.6328 -2.6920 1.6731
O 0.6740 -3.9020 1.6097
O 0.1471 -1.9100 0.7522
H 3.1487 -1.3898 3.4790
H 2.4460 1.0902 2.4605
H 2.4161 0.2554 5.0754
H 1.3952 1.6224 4.5990
H 0.4324 -1.0838 5.3798
H -0.5333 0.3365 4.9646
H -0.9520 -1.0883 3.0039
H 1.1957 -2.6782 3.7254
O 0.4833 2.1128 -2.0165
P -0.5479 2.8232 -0.9920
O -1.6462 3.5178 -1.6620
O -0.8374 1.6811 0.0061
O 0.4349 3.8163 -0.1990
P 1.4670 3.2130 0.9108
O 0.5472 3.1288 2.2295
O 2.5956 4.1102 1.1389
O 1.7278 1.7688 0.4613
H 0.1904 2.1235 -2.9329
H -0.1765 2.5047 2.0731
N -1.7439 -0.7289 -0.3628
C -2.4633 -0.0626 -1.3969
C -3.6164 0.6496 -1.1095
C -4.2684 1.3546 -2.1056
C -3.7627 1.3445 -3.3951
C -2.6098 0.6306 -3.6752
C -1.9311 -0.0830 -2.6881
C -0.6894 -0.8452 -2.9962
C -0.6454 -1.5324 -4.2128
C 0.4765 -2.2535 -4.5866
C 1.5662 -2.2976 -3.7302
C 1.5142 -1.6260 -2.5166
C 0.4015 -0.8761 -2.0995
H -2.2757 -0.7917 0.4973
H -1.4819 -1.6695 -0.6482
H -3.9860 0.6730 -0.0906
H -5.1519 1.9320 -1.8677
H -4.2473 1.9160 -4.1759
H -2.1992 0.6489 -4.6777
H -1.5135 -1.5196 -4.8622
H 0.4915 -2.7876 -5.5291
H 2.4498 -2.8646 -3.9980
H 2.3747 -1.6982 -1.8597
*
```

=====

<two>
Below is a molecular structure, C20H20NO12P2Zr, with properties calculated with ωB97M-V with the def2-TZVPD basis set.

Computed properties:
Kohn-Sham gap = 0.3082 hartree
M = 619.55 Da

```
! RIJCOSX wB97M-V def2-TZVPD def2/J DEFGRID3
* xyz -1 1
Zr -0.1042 -0.3566 0.2982
O -3.9161 -1.6962 0.8831
C -2.8755 -1.2802 1.3433
O -2.1591 -0.3202 0.8161
C -2.3276 -1.8547 2.6535
C -1.4444 -0.8362 3.3933
C -1.1788 -1.3022 4.8284
C -0.1513 -2.4386 4.6001
C -0.0384 -2.4388 3.0743
O -0.1686 -1.0412 2.7603
C -1.3204 -3.0347 2.4473
C -1.0010 -3.3929 0.9983
O -1.0938 -4.5339 0.5994
O -0.5439 -2.3909 0.3061
H -3.1809 -2.1834 3.2437
H -1.7368 0.2028 3.2768
H -2.0924 -1.6380 5.3187
H -0.7488 -0.4934 5.4173
H -0.4833 -3.4041 4.9801
H 0.8101 -2.1989 5.0518
H 0.8939 -2.8101 2.6580
H -1.6486 -3.9365 2.9585
O 3.2498 -0.6085 -1.3365
P 3.0453 -0.1554 0.1849
O 4.3160 0.0083 0.8891
O 1.9089 -1.0238 0.7290
O 2.2278 1.2560 -0.0351
P 1.6535 2.1450 1.2032
O 1.1144 3.4358 0.3963
O 2.6445 2.4928 2.2183
O 0.3646 1.3971 1.5394
H 4.1445 -0.3922 -1.6207
H 1.7978 4.1102 0.3249
N -1.1392 1.6204 -0.6364
C -0.8409 2.3904 -1.8277
C -1.3818 3.6715 -1.8799
C -1.0128 4.5777 -2.8532
C -0.0489 4.1902 -3.7724
C 0.4562 2.9048 -3.7425
C 0.0441 1.9377 -2.8118
C 0.4502 0.5100 -2.9657
C 1.0207 0.1376 -4.1913
C 1.3512 -1.1735 -4.4887
C 1.0405 -2.1704 -3.5808
C 0.4304 -1.8058 -2.3930
C 0.1783 -0.4839 -2.0013
H -2.1322 1.4447 -0.5053
H -0.8315 2.2367 0.1210
H -2.0793 3.9605 -1.1015
H -1.4380 5.5725 -2.8723
H 0.3105 4.8871 -4.5194
H 1.2093 2.6546 -4.4742
H 1.2046 0.8675 -4.9667
H 1.8180 -1.4033 -5.4394
H 1.2484 -3.2117 -3.7939
H 0.1850 -2.6015 -1.7034
*
```

=====

Which one sits at the top of the stability order? <one> does.

=====

<one>
Below is 2 unconnected molecules or ions with the total composition H4OS, with properties calculated with ωB97M-V with the def2-TZVPD basis set.

Computed properties:
Kohn-Sham gap = 0.3786 hartree
M = 52.10 Da

```
! RIJCOSX wB97M-V def2-TZVPD def2/J DEFGRID3
* xyz 0 1
O 1.0664 1.6422 0.5266
H 0.5721 1.7376 1.3720
H 1.8496 2.2289 0.6296
S -1.0209 -1.9238 -1.4461
H -0.5786 -1.1329 -0.4508
H -1.8886 -2.5520 -0.6312
*
```

=====

<two>
Below is 2 unconnected molecules or ions with the total composition H4OS, with properties calculated with ωB97M-V with the def2-TZVPD basis set.

Computed properties:
Kohn-Sham gap = 0.3617 hartree
M = 52.10 Da

```
! RIJCOSX wB97M-V def2-TZVPD def2/J DEFGRID3
* xyz 0 1
O 0.3776 0.7268 0.6444
H 0.8761 0.2329 1.3342
H 0.1399 1.5800 1.0732
S -0.3089 -1.4351 -1.1462
H 0.2148 -0.2385 -1.4713
H -1.2995 -0.8662 -0.4343
*
```

=====

Which one sits at the top of the stability order? <one> does.

=====

<one>
Below is 2 unconnected molecules or ions with the total composition C8H18OSi, with properties calculated with ωB97M-V with the def2-TZVPD basis set.

Computed properties:
Kohn-Sham gap = 0.2958 hartree
M = 158.32 Da

```
! RIJCOSX wB97M-V def2-TZVPD def2/J DEFGRID3
* xyz 0 1
C 0.8584 -2.2505 -1.8990
C -0.0226 -1.6892 -1.0838
Si 0.0358 0.0936 -0.5136
C 1.5083 0.9121 0.0152
C 1.5087 2.3065 0.5878
C 2.8795 0.2987 -0.0890
C -1.6999 0.8654 -0.3264
C -2.1522 0.8379 1.1323
C -2.7337 0.1683 -1.2071
H 0.7973 -3.2887 -2.1887
H 1.6779 -1.6915 -2.3201
H -0.8315 -2.3090 -0.7063
H 1.9165 2.3002 1.6007
H 2.1361 2.9695 -0.0098
H 0.5093 2.7291 0.6268
H 2.8293 -0.7476 -0.3752
H 3.3991 0.3718 0.8671
H 3.4853 0.8281 -0.8244
H -1.6423 1.9140 -0.6385
H -1.4619 1.3924 1.7627
H -3.1421 1.2826 1.2317
H -2.2025 -0.1842 1.5043
H -2.9170 -0.8468 -0.8588
H -2.4083 0.1218 -2.2458
H -3.6845 0.7026 -1.1794
O 0.1122 -2.3641 2.5532
H 0.6385 -3.1315 2.3227
H 0.6063 -1.5916 2.2615
*
```

=====

<two>
Below is 2 unconnected molecules or ions with the total composition C8H18OSi, with properties calculated with ωB97M-V with the def2-TZVPD basis set.

Computed properties:
Kohn-Sham gap = 0.3655 hartree
M = 158.32 Da

```
! RIJCOSX wB97M-V def2-TZVPD def2/J DEFGRID3
* xyz 0 1
C -2.0857 -1.7896 -0.5396
C -1.6439 -0.8575 0.5656
C -2.5174 0.3490 0.6471
Si 0.1946 -0.2458 0.1700
O 0.5383 1.0786 1.0274
C 0.7138 0.1968 -1.7146
C 0.3623 -0.7045 -2.8175
C 2.1992 0.5883 -1.7964
H -1.5272 -2.7618 -0.5935
H -3.0879 -1.8907 -0.6088
H -1.8388 -1.2610 -1.4398
H -1.5669 -1.4669 1.4723
H -3.5396 -0.0252 0.6016
H -2.3515 1.1274 -0.0381
H -2.5103 0.7654 1.6435
H 0.7497 -1.6511 0.6044
H 0.0228 1.0213 1.8295
H 0.3788 1.2117 -1.8304
H 1.2244 -1.1002 -3.2377
H -0.1525 -1.5367 -2.4264
H -0.1913 -0.1257 -3.6080
H 2.7976 -0.2665 -1.8625
H 2.4795 1.1633 -0.9390
H 2.4072 1.1547 -2.6976
C 2.5750 1.7599 3.8870
C 1.8106 1.8568 4.8027
H 3.2444 1.3507 3.2023
H 1.3148 2.0595 5.6966
*
```

=====

Which one sits at the top of the stability order? <one> does.

=====

<one>
Below is C2H6N2OS in the gas phase, with properties calculated with ωB97M-V with the def2-TZVPD basis set.

Computed properties:
Kohn-Sham gap = 0.3205 hartree
M = 106.15 Da

```
! RIJCOSX wB97M-V def2-TZVPD def2/J DEFGRID3
* xyz 0 1
N -1.6129 -1.1809 -0.3919
C -0.4292 -0.9868 0.5627
C 0.4273 0.0814 0.1049
S 2.0402 -0.0963 -0.1337
N -0.2606 1.2473 0.1067
O -1.6944 1.2673 0.0008
H -2.3182 -1.8732 -0.1301
H -1.2465 -1.5290 -1.2090
H 0.1585 -1.9755 0.7945
H -0.9786 -0.6295 1.4275
H 0.2161 2.1048 -0.2852
H -1.7933 0.2734 -0.4743
*
```

=====

<two>
Below is C2H6N2OS in the gas phase, with properties calculated with ωB97M-V with the def2-TZVPD basis set.

Computed properties:
Kohn-Sham gap = 0.3444 hartree
M = 106.15 Da

```
! RIJCOSX wB97M-V def2-TZVPD def2/J DEFGRID3
* xyz 0 1
C -0.2822 -0.3335 1.8202
C -0.3456 0.3779 0.5363
N -1.2325 1.3183 0.4372
O -1.1815 1.7904 -0.8883
N 0.3359 -0.0482 -0.5676
S 1.2366 -1.4910 -0.6317
H 0.7144 -0.4249 2.2414
H -0.9767 0.2247 2.5218
H -0.6800 -1.3142 1.7186
H -1.8471 2.5033 -0.8883
H 0.1015 0.3911 -1.4277
H 2.3972 -1.0027 -0.1782
*
```

=====

<three>
Below is C2H6N2OS in the gas phase, with properties calculated with ωB97M-V with the def2-TZVPD basis set.

Computed properties:
Kohn-Sham gap = 0.3065 hartree
M = 106.15 Da

```
! RIJCOSX wB97M-V def2-TZVPD def2/J DEFGRID3
* xyz 0 1
C 0.9925 -0.5343 2.3053
S 0.7504 -0.1202 0.5732
N -0.8668 -0.6312 0.3124
C -1.4306 0.0125 -0.5954
N -0.9420 0.8229 -1.4867
O 0.4278 0.4241 -1.7851
H 2.0534 -0.5849 2.7222
H 0.5019 0.1437 3.0247
H 0.5557 -1.4685 2.3761
H -2.5461 -0.0938 -0.8010
H -1.5564 1.0196 -2.3136
H 0.8534 1.3026 -1.9374
*
```

=====

Which one sits at the top of the stability order? <two> does.